C11H14N3O as an isolated structure. Source: OMol25; level of theory: ωB97M-V/def2-TZVPD.

Element x y z (Å)
C: 0.04 -1.00 3.87
C: 0.28 0.31 3.39
C: 0.11 -2.00 2.89
C: 0.29 0.68 2.02
C: -0.09 -1.61 1.52
C: -0.10 -0.27 1.11
C: -0.89 0.94 -3.63
C: -0.15 1.90 -1.21
C: 0.69 0.60 -1.12
C: 1.44 -0.31 -2.01
C: -1.15 -1.10 -0.90
N: -0.33 1.92 -4.00
N: -1.04 1.26 -0.43
N: -0.41 -0.05 -0.30
O: -0.07 3.05 -1.44
H: 0.01 -1.17 4.91
H: 0.56 1.02 4.18
H: 0.31 -3.02 3.13
H: 0.54 1.70 1.73
H: -0.25 -2.40 0.69
H: 1.33 0.88 -0.34
H: 2.10 -0.95 -1.29
H: 2.08 0.32 -2.71
H: 0.78 -1.01 -2.56
H: -0.76 -2.13 -0.87
H: -2.16 -1.07 -0.49
H: -1.16 -0.73 -1.89
H: 0.04 2.84 -3.88
H: -2.03 1.40 -0.37

highest occupied orbital energy = -13.1 eV
net charge = +1
HOMO-LUMO gap = 10.185 eV
spin multiplicity = 1

Löwdin atomic charge list, values in e, 8 entries: atom 1 (C): -0.0323, atom 2 (C): -0.0293, atom 3 (C): -0.0236, atom 4 (C): -0.0064, atom 5 (C): 0.0022, atom 6 (C): -0.2006, atom 7 (C): 0.0320, atom 8 (C): -0.4721



C11H14N3O5SV as an isolated structure. Source: OMol25; level of theory: ωB97M-V/def2-TZVPD.

Element x y z (Å)
V: -1.13 -0.92 0.85
C: 0.79 -1.70 -2.44
C: -0.68 -1.60 -2.28
N: -1.35 -1.26 -1.18
C: -2.70 -1.31 -1.48
C: -2.85 -1.67 -2.77
N: -1.58 -1.85 -3.25
C: -4.01 -1.90 -3.69
O: -5.21 -1.70 -3.20
O: -3.78 -2.24 -4.81
C: -3.64 -0.98 -0.38
O: -4.82 -0.88 -0.54
O: -2.99 -0.79 0.77
H: 1.28 -1.39 -1.52
H: 1.14 -1.06 -3.25
H: 1.08 -2.73 -2.66
H: -1.39 -2.13 -4.20
H: -5.21 -1.41 -2.26
S: 0.51 -4.65 2.87
C: -0.07 -3.44 2.12
N: -0.52 -2.48 1.52
C: -1.05 1.48 3.69
C: -0.45 1.76 2.33
C: -1.22 2.82 1.57
C: 1.04 2.05 2.40
O: -0.58 0.50 1.56
H: -0.96 2.36 4.32
H: -0.53 0.65 4.18
H: -2.11 1.24 3.60
H: -1.21 3.75 2.13
H: -2.26 2.51 1.43
H: -0.76 3.00 0.59
H: 1.19 2.98 2.94
H: 1.46 2.16 1.40
H: 1.56 1.26 2.94

highest occupied orbital energy (spin up / spin down) = -13.4 / -13.5 eV
net charge = +1
HOMO-LUMO gap (spin up / spin down) = 7.633 / 8.347 eV
spin multiplicity = 2

Löwdin atomic charge list, values in e, 8 entries: atom 1 (V): 1.1729, atom 2 (C): 0.0354, atom 3 (C): -0.2853, atom 4 (N): 0.0547, atom 5 (C): -0.1071, atom 6 (C): -0.0365, atom 7 (N): 0.2157, atom 8 (C): -0.4610



A 2-piece molecular cluster, C11H14NO6PS overall. Source: OMol25; level of theory: ωB97M-V/def2-TZVPD.

Element x y z (Å)
O: -3.91 3.96 -4.88
C: -3.60 3.14 -4.06
N: -3.76 1.76 -4.18
C: -2.88 1.06 -3.34
O: -2.56 -0.08 -3.44
C: -2.49 2.10 -2.32
C: -1.82 2.01 -1.11
S: -1.21 0.42 -0.54
C: -1.60 3.15 -0.35
C: -2.09 4.37 -0.79
C: -2.77 4.49 -1.99
C: -2.94 3.35 -2.73
H: -3.96 1.38 -5.09
H: -0.15 0.22 -1.33
H: -1.06 3.08 0.58
H: -1.92 5.23 -0.16
H: -3.15 5.44 -2.36
C: 3.09 -3.77 0.43
O: 3.06 -2.36 0.74
P: 2.03 -1.83 1.94
O: 2.07 -0.38 1.64
O: 3.03 -2.29 3.14
C: 4.35 -1.75 3.17
O: 0.71 -1.88 2.93
C: 0.15 -3.15 3.30
H: 3.87 -3.93 -0.31
H: 3.32 -4.36 1.32
H: 2.13 -4.09 0.01
H: 4.41 -0.82 2.62
H: 5.05 -2.47 2.75
H: 4.60 -1.58 4.21
H: 0.88 -3.75 3.85
H: -0.18 -3.71 2.41
H: -0.71 -2.97 3.93

highest occupied orbital energy = -9.0 eV
HOMO-LUMO gap = 8.157 eV
spin multiplicity = 1

Löwdin atomic charge list, values in e, 8 entries: atom 1 (O): 0.1281, atom 2 (C): -0.3972, atom 3 (N): 0.1814, atom 4 (C): -0.3950, atom 5 (O): 0.1208, atom 6 (C): -0.1062, atom 7 (C): -0.5173, atom 8 (S): 0.8026



C11H14O2 as an isolated structure. Source: OMol25; level of theory: ωB97M-V/def2-TZVPD.

Element x y z (Å)
C: -0.02 3.57 -1.20
C: 0.19 1.30 -0.80
C: 1.48 1.94 -0.33
C: 2.14 1.02 0.35
C: 1.79 -0.39 0.37
C: 0.56 -0.78 0.12
C: -0.04 -2.17 0.21
C: -1.14 -2.19 1.36
C: -2.20 -1.12 0.99
C: -1.87 -0.30 -0.34
C: -0.33 0.02 -0.41
H: 1.04 3.21 -0.30
H: -0.93 4.63 -0.59
H: 0.24 3.61 -2.35
H: 1.73 3.01 -0.37
H: 3.30 1.01 0.63
H: 2.42 -1.07 1.00
H: -0.31 -2.32 -0.81
H: 1.50 -3.05 0.09
H: -1.46 -3.26 1.12
H: -0.45 -1.93 2.26
H: -3.29 -1.60 1.30
H: -2.06 -0.44 1.98
H: -2.05 -0.91 -1.05
H: -2.63 0.58 -0.51
O: -0.90 2.18 -1.23
O: 0.85 -3.05 0.69

highest occupied orbital energy = -8.4 eV
HOMO-LUMO gap = 9.030 eV
spin multiplicity = 1

Löwdin atomic charge list, values in e, 8 entries: atom 1 (C): -0.0962, atom 2 (C): -0.0761, atom 3 (C): -0.0919, atom 4 (C): -0.0682, atom 5 (C): -0.0306, atom 6 (C): -0.2379, atom 7 (C): -0.3799, atom 8 (C): -0.1239



One molecule with the formula C11H14O4. Source: OMol25; level of theory: ωB97M-V/def2-TZVPD.

Element x y z (Å)
C: -2.67 -0.92 0.49
C: -2.91 2.06 -1.41
C: 1.61 -0.58 0.59
C: 0.39 -0.48 1.02
C: -3.48 1.60 -0.29
C: -0.04 -2.03 2.63
C: -4.29 -0.50 0.15
C: 2.22 0.54 -2.22
C: 2.60 0.53 0.45
C: 3.27 0.54 -1.02
C: -0.54 -1.65 1.31
O: -2.28 -1.21 -0.64
O: 0.77 -2.86 2.84
O: -4.49 0.64 -0.35
O: -1.88 -1.18 1.58
H: -2.18 2.75 -1.27
H: -3.24 1.89 -2.45
H: 1.96 -1.48 0.34
H: 0.16 0.44 1.36
H: -3.00 1.82 0.67
H: -0.58 -1.40 3.45
H: 1.83 1.48 -2.51
H: 2.74 0.01 -3.00
H: 1.47 -0.12 -1.67
H: 1.99 1.39 0.55
H: 3.35 0.53 1.22
H: 4.07 1.21 -1.19
H: 3.65 -0.48 -1.22
H: -0.52 -2.53 0.61

highest occupied orbital energy = -9.0 eV
HOMO-LUMO gap = 9.211 eV
spin multiplicity = 1

Löwdin atomic charge list, values in e, 8 entries: atom 1 (C): -0.3913, atom 2 (C): 0.0907, atom 3 (C): -0.1152, atom 4 (C): -0.0286, atom 5 (C): -0.1763, atom 6 (C): -0.2587, atom 7 (C): 0.1074, atom 8 (C): -0.0867



A 2-piece molecular cluster, C11H14OS2 overall. Source: OMol25; level of theory: ωB97M-V/def2-TZVPD.

Element x y z (Å)
C: -0.07 3.79 -1.73
C: 0.58 3.23 -0.67
C: -1.22 3.26 -2.19
C: 0.08 2.07 -0.08
C: -1.72 2.13 -1.60
C: -1.10 1.50 -0.54
C: -0.20 -1.88 -0.22
C: 1.03 -3.41 1.37
C: -1.13 -2.18 0.87
C: 1.13 -0.96 1.95
C: 0.30 -2.09 1.21
O: 1.41 0.01 -1.36
S: 0.28 -2.82 -1.68
S: 0.13 -0.70 -1.50
H: 0.42 4.61 -2.24
H: 1.31 3.76 -0.15
H: -1.63 3.58 -3.17
H: 0.41 1.89 0.96
H: -2.59 1.63 -2.07
H: 1.45 -3.49 2.42
H: 1.90 -3.40 0.59
H: 0.34 -4.28 1.38
H: -1.56 0.65 -0.06
H: -1.55 -3.19 0.88
H: -1.77 -1.52 1.32
H: 0.59 -0.78 2.93
H: 0.99 -0.06 1.27
H: 2.19 -1.35 2.09

highest occupied orbital energy = -8.9 eV
HOMO-LUMO gap = 9.070 eV
spin multiplicity = 1

Löwdin atomic charge list, values in e, 8 entries: atom 1 (C): -0.0989, atom 2 (C): -0.0756, atom 3 (C): -0.1025, atom 4 (C): -0.1271, atom 5 (C): -0.1134, atom 6 (C): -0.1948, atom 7 (C): -0.8800, atom 8 (C): -0.0913



C11H15BN6O2Sr as an isolated structure. Source: OMol25; level of theory: ωB97M-V/def2-TZVPD.

Element x y z (Å)
C: -0.31 2.76 1.06
N: -0.30 1.73 0.18
N: -1.07 2.12 -0.91
C: -1.45 3.40 -0.75
C: -0.98 3.85 0.48
B: -1.32 1.21 -2.16
N: 0.01 0.46 -2.50
N: 0.87 -0.01 -1.53
C: 1.97 -0.49 -2.17
C: 1.82 -0.29 -3.55
C: 0.58 0.33 -3.71
Sr: 1.90 0.53 0.70
N: -2.57 0.27 -2.06
N: -2.58 -0.74 -1.13
C: -3.75 -1.39 -1.24
C: -4.52 -0.80 -2.27
C: -3.74 0.25 -2.76
H: -4.01 -2.24 -0.62
H: -3.91 0.96 -3.55
H: -5.51 -1.09 -2.58
H: -1.59 1.92 -3.09
H: 0.08 0.69 -4.60
H: -2.01 3.91 -1.52
H: 2.52 -0.58 -4.31
H: -1.11 4.83 0.91
H: 2.78 -0.97 -1.62
H: 0.12 2.65 2.05
H: 1.66 -1.98 0.10
C: 2.40 -1.98 0.92
H: 2.99 -2.90 0.84
H: 3.17 -1.16 0.85
H: 1.90 -2.01 1.89
O: -0.04 -0.39 4.65
C: 0.84 -0.67 3.83
O: 1.28 0.06 2.85
H: 1.37 -1.64 3.91

highest occupied orbital energy (spin up / spin down) = -14.7 / -14.7 eV
net charge = +2
HOMO-LUMO gap (spin up / spin down) = 3.900 / 5.034 eV
spin multiplicity = 1

Löwdin atomic charge list, values in e, 8 entries: atom 1 (C): -0.1637, atom 2 (N): -0.1128, atom 3 (N): -0.0276, atom 4 (C): -0.0425, atom 5 (C): -0.0371, atom 6 (B): -0.4590, atom 7 (N): -0.0222, atom 8 (N): -0.1251



C11H15BN6O2Zr as an isolated structure. Source: OMol25; level of theory: ωB97M-V/def2-TZVPD.

Element x y z (Å)
H: -3.53 -2.15 -0.32
N: -2.10 -1.14 -1.54
B: -0.45 -0.51 -3.42
N: -1.73 -1.24 -2.88
C: -2.51 -2.16 -3.47
Zr: -1.11 0.11 -0.11
H: -2.40 -2.39 -4.51
C: -3.39 -2.69 -2.51
H: -4.13 -3.45 -2.66
C: -3.11 -2.03 -1.31
H: -0.29 -0.69 -4.59
C: 3.37 0.87 2.01
H: 3.04 1.21 2.99
H: 2.66 1.19 1.25
H: 4.35 1.31 1.79
N: 0.76 -1.06 -2.58
N: -0.48 1.03 -3.08
N: 0.79 -0.93 -1.20
N: -0.63 1.46 -1.76
C: 1.90 -1.65 -2.98
C: -0.19 2.08 -3.85
H: 2.05 -1.84 -4.04
H: -0.04 1.95 -4.91
C: 2.67 -1.92 -1.86
C: -0.12 3.22 -3.04
C: 1.94 -1.45 -0.75
C: -0.40 2.80 -1.74
H: 3.64 -2.39 -1.84
H: 0.11 4.22 -3.36
H: 2.18 -1.47 0.30
H: -0.45 3.35 -0.81
H: 3.46 -0.19 2.01
O: -1.26 -0.07 2.02
C: -2.03 0.96 2.04
O: -2.31 1.54 0.93
H: -2.45 1.32 2.97

highest occupied orbital energy = -15.9 eV
net charge = +2
HOMO-LUMO gap = 6.977 eV
spin multiplicity = 1

Löwdin atomic charge list, values in e, 8 entries: atom 1 (H): 0.1310, atom 2 (N): -0.1608, atom 3 (B): -0.4292, atom 4 (N): 0.0065, atom 5 (C): 0.0254, atom 6 (Zr): 2.1015, atom 7 (H): 0.1553, atom 8 (C): 0.0201